No. 1
Formula: C56H118InN6O8
Source: the Open Molecules 2025 dataset
Level of theory: wB97M-V/def2-TZVPD

```
! wB97M-V def2-TZVPD RIJCOSX def2/J DEFGRID3
* xyz 1 1
In -16.66 -13.98 6.53
O -16.60 -11.56 4.81
C -17.83 -11.04 4.24
C -19.23 -12.00 4.21
O -19.31 -13.14 5.05
H -17.70 -10.75 3.20
H -18.12 -10.08 4.67
H -19.57 -12.37 3.24
H -20.09 -11.34 4.38
C -26.34 -14.03 5.42
C -25.48 -12.89 4.90
C -26.36 -11.80 4.28
C -25.55 -10.48 3.94
C -24.97 -9.98 5.31
C -23.92 -11.02 5.90
N -24.69 -12.29 6.01
O -24.07 -13.23 6.93
C -22.54 -11.15 5.06
C -23.39 -10.53 7.22
C -24.52 -13.38 3.79
H -26.54 -14.02 6.49
H -26.10 -15.08 5.24
H -27.25 -14.07 4.82
H -26.81 -12.33 3.43
H -27.07 -11.57 5.07
H -26.27 -9.83 3.45
H -24.67 -10.68 3.33
H -25.82 -9.83 5.98
H -24.46 -9.03 5.19
H -21.75 -10.41 5.21
H -22.14 -12.17 5.03
H -22.79 -11.05 4.00
H -24.23 -10.33 7.88
H -22.74 -11.28 7.66
H -22.82 -9.63 6.98
H -23.54 -13.47 4.26
H -24.51 -12.68 2.95
H -24.93 -14.32 3.42
H -24.45 -13.00 7.78
C -15.15 -8.15 7.91
C -14.62 -8.11 6.39
C -13.62 -6.92 6.27
C -12.81 -6.90 5.02
C -12.00 -8.10 4.84
C -12.81 -9.39 4.77
N -13.83 -9.31 5.96
O -14.45 -10.55 6.28
C -13.64 -9.37 3.35
C -11.83 -10.53 4.91
C -15.80 -7.85 5.51
H -14.31 -8.49 8.51
H -16.08 -8.71 7.94
H -15.16 -7.19 8.43
H -14.07 -5.95 6.12
H -12.94 -6.71 7.09
H -12.09 -6.08 5.04
H -13.40 -6.75 4.12
H -11.45 -8.13 5.77
H -11.24 -7.98 4.07
H -14.33 -10.21 3.27
H -14.29 -8.51 3.23
H -12.99 -9.27 2.48
H -11.25 -10.46 5.84
H -12.42 -11.44 4.93
H -11.25 -10.34 4.01
H -16.07 -8.77 5.00
H -15.79 -7.06 4.76
H -16.68 -7.65 6.12
H -15.14 -10.62 5.61
C -22.03 -19.37 2.84
C -21.04 -18.40 3.54
C -19.60 -18.53 2.97
C -19.47 -18.03 1.52
C -19.97 -16.55 1.48
C -21.29 -16.30 2.17
N -21.48 -16.93 3.51
O -22.71 -16.69 4.06
C -21.09 -14.85 2.51
C -22.41 -16.56 1.13
C -20.86 -18.92 5.04
H -21.81 -20.35 3.27
H -21.84 -19.39 1.77
H -23.08 -19.11 2.99
H -18.90 -17.92 3.54
H -19.35 -19.58 3.08
H -19.97 -18.61 0.75
H -18.45 -17.95 1.16
H -20.03 -16.13 0.48
H -19.09 -16.10 1.93
H -20.15 -14.74 3.05
H -21.18 -14.23 1.62
H -21.74 -14.40 3.27
H -23.38 -16.42 1.60
H -22.19 -15.98 0.23
H -22.30 -17.63 0.98
H -21.85 -19.09 5.47
H -20.51 -18.23 5.81
H -20.51 -19.95 5.00
H -23.23 -17.17 3.41
C -21.85 -5.68 2.83
C -21.39 -6.42 4.12
C -19.93 -6.87 3.91
C -18.89 -5.84 4.14
C -18.93 -4.92 5.28
C -20.42 -4.39 5.51
N -21.37 -5.49 5.35
O -22.65 -5.12 5.73
C -20.48 -3.78 6.97
C -20.73 -3.19 4.50
C -22.29 -7.62 4.44
H -22.16 -6.41 2.08
H -22.67 -4.97 2.92
H -21.01 -5.14 2.40
H -19.61 -7.82 4.33
H -19.95 -7.04 2.83
H -18.01 -6.46 4.32
H -18.77 -5.32 3.19
H -18.25 -4.16 4.90
H -18.42 -5.20 6.20
H -19.55 -3.24 7.13
H -20.35 -4.59 7.69
H -21.39 -3.20 7.14
H -21.38 -2.41 4.89
H -21.16 -3.37 3.51
H -19.81 -2.65 4.27
H -23.25 -7.20 4.73
H -22.49 -8.14 3.50
H -21.90 -8.23 5.25
H -22.91 -5.66 6.47
C -18.87 -8.79 0.57
C -19.71 -9.96 0.03
C -20.79 -10.32 1.02
C -22.00 -9.41 0.98
C -22.60 -9.31 -0.42
C -21.54 -8.91 -1.54
N -20.34 -9.79 -1.37
O -19.35 -9.55 -2.38
C -22.14 -9.34 -2.93
C -21.40 -7.29 -1.53
C -18.60 -11.05 -0.13
H -19.48 -7.89 0.59
H -18.08 -8.72 -0.17
H -18.29 -8.86 1.49
H -21.04 -11.38 1.04
H -20.28 -10.16 1.97
H -21.77 -8.41 1.35
H -22.64 -9.92 1.70
H -23.34 -8.52 -0.37
H -23.10 -10.21 -0.78
H -21.63 -9.05 -3.85
H -21.97 -10.41 -3.01
H -23.22 -9.24 -3.06
H -20.35 -7.02 -1.61
H -21.95 -6.98 -2.42
H -21.91 -6.96 -0.63
H -17.88 -10.96 -0.95
H -19.18 -11.93 -0.42
H -17.95 -11.41 0.66
H -19.06 -8.70 -2.04
C -19.67 -6.93 11.72
C -18.63 -7.96 11.17
C -19.17 -9.41 11.69
C -20.46 -10.03 11.06
C -20.41 -10.07 9.57
C -19.92 -8.62 8.96
N -18.72 -8.12 9.65
O -18.10 -7.03 8.91
C -19.57 -9.02 7.47
C -21.19 -7.64 9.03
C -17.26 -7.57 11.61
H -19.42 -5.92 11.40
H -19.43 -6.74 12.76
H -20.71 -7.20 11.89
H -18.32 -10.06 11.51
H -19.19 -9.35 12.78
H -21.32 -9.51 11.48
H -20.49 -10.99 11.59
H -21.31 -10.42 9.06
H -19.77 -10.87 9.22
H -19.33 -8.14 6.86
H -18.71 -9.68 7.48
H -20.35 -9.52 6.89
H -22.01 -8.09 8.47
H -21.68 -7.41 9.97
H -20.96 -6.74 8.46
H -17.00 -6.57 11.26
H -16.55 -8.28 11.18
H -17.17 -7.78 12.68
H -17.37 -7.49 8.50
*
```

The value obtained for the energy relative to the best compared isomer or geometry (same formula, charge and spin) is 123.4 kcal/mol. As for the highest occupied orbital energy: -9.777 eV. The LUMO energy is -7.64 eV. The value obtained for the largest force on an atom is 5.13 eV Å⁻¹.

No. 2
Formula: C2H6FN3
Source: the Open Molecules 2025 dataset
Level of theory: wB97M-V/def2-TZVPD

```
! wB97M-V def2-TZVPD RIJCOSX def2/J DEFGRID3
* xyz 0 1
C -0.13 0.35 -0.17
C -1.59 0.18 0.14
H 2.17 -0.35 0.84
H 2.45 -0.58 -0.77
H 0.06 -1.65 -0.21
H -0.10 2.24 -0.03
H -2.11 0.88 -0.47
H -1.73 0.35 1.19
N 1.95 -0.99 0.04
N 0.60 -0.82 -0.15
N 0.52 1.45 -0.20
F -2.08 -1.06 -0.19
*
```

The value obtained for the energy relative to the best compared isomer or geometry (same formula, charge and spin) is 5.3 kcal/mol. As for the highest occupied orbital energy: -9.116 eV. The LUMO energy is 0.97 eV. The value obtained for the largest force on an atom is 2.46 eV Å⁻¹.

No. 3
Formula: H22O11
Source: the Open Molecules 2025 dataset
Level of theory: wB97M-V/def2-TZVPD

```
! wB97M-V def2-TZVPD RIJCOSX def2/J DEFGRID3
* xyz 0 1
O -7.64 -2.80 2.75
H -7.45 -3.45 3.43
H -7.71 -1.97 3.22
O -1.91 -9.43 3.66
H -2.30 -9.68 2.82
H -2.01 -8.48 3.69
O -6.49 -3.32 -1.33
H -6.96 -2.57 -1.69
H -6.64 -3.27 -0.38
O -6.02 -7.62 0.64
H -6.89 -7.24 0.49
H -5.71 -7.86 -0.24
O -11.75 -7.80 -1.38
H -11.65 -7.15 -0.68
H -12.53 -8.31 -1.12
O -8.42 -10.63 -2.24
H -9.01 -9.95 -1.90
H -8.89 -11.45 -2.10
O -11.29 -4.98 1.78
H -10.70 -4.22 1.74
H -12.16 -4.62 1.59
O -4.29 -10.19 -3.56
H -5.23 -10.16 -3.38
H -4.03 -9.28 -3.65
O -4.53 -6.17 -3.56
H -5.15 -5.57 -3.14
H -3.72 -5.67 -3.61
O -7.16 -11.45 2.16
H -7.06 -10.80 1.47
H -7.98 -11.21 2.60
O -2.41 -5.25 3.47
H -3.21 -5.50 3.01
H -2.70 -4.66 4.17
*
```

The value obtained for the energy relative to the best compared isomer or geometry (same formula, charge and spin) is 55.8 kcal/mol. As for the highest occupied orbital energy: -11.024 eV. The LUMO energy is -0.22 eV. The value obtained for the largest force on an atom is 0.35 eV Å⁻¹.

No. 4
Formula: C2H2N2O2
Source: the Open Molecules 2025 dataset
Level of theory: wB97M-V/def2-TZVPD

```
! wB97M-V def2-TZVPD RIJCOSX def2/J DEFGRID3
* xyz 0 1
C 0.02 -0.66 1.30
C -0.25 0.95 1.26
N 0.02 0.13 0.28
N 0.10 -0.55 -2.37
O 0.24 -1.50 2.05
O -0.61 2.02 1.60
H 1.01 -0.59 -1.94
H -0.52 0.21 -2.17
*
```

The value obtained for the energy relative to the best compared isomer or geometry (same formula, charge and spin) is 121.8 kcal/mol. As for the highest occupied orbital energy (alpha / beta): -11.114 / -9.038 eV. The LUMO energy (alpha / beta) is -1.66 / -0.59 eV. The value obtained for the largest force on an atom is 2.74 eV Å⁻¹.

No. 5
Formula: C20H16F2NO5S
Source: the Open Molecules 2025 dataset
Level of theory: wB97M-V/def2-TZVPD

```
! wB97M-V def2-TZVPD RIJCOSX def2/J DEFGRID3
* xyz -1 1
C -3.55 4.88 2.84
C -3.44 4.26 1.48
O -2.53 3.14 1.62
C -2.16 2.61 0.44
C -1.31 1.36 0.69
C -2.18 0.09 0.57
C -1.69 -1.09 1.32
C -1.23 -0.97 2.64
C -0.76 -2.09 3.32
C -0.79 -3.35 2.69
C -1.28 -3.47 1.39
C -1.75 -2.34 0.71
O -3.21 0.11 -0.09
O -2.44 3.06 -0.65
H -4.24 5.72 2.80
H -3.90 4.16 3.58
H -2.57 5.27 3.17
H -4.41 3.86 1.14
H -3.05 4.97 0.74
H -0.80 1.41 1.65
H -1.24 0.02 3.11
H -0.37 -1.98 4.33
H -0.42 -4.23 3.22
H -1.30 -4.43 0.88
H -2.13 -2.40 -0.31
F 1.04 2.65 1.25
C 1.34 1.67 0.32
F 1.86 0.59 0.98
S -0.19 1.26 -0.60
N 1.38 -0.30 -1.60
C 1.35 -1.67 -1.60
O 0.58 -2.44 -1.02
C 2.49 -2.09 -2.48
C 3.10 -0.94 -2.95
C 4.19 -0.99 -3.82
C 4.64 -2.25 -4.23
C 4.01 -3.42 -3.76
C 2.93 -3.35 -2.87
C 2.38 0.23 -2.35
O 2.67 1.42 -2.50
H 2.05 2.05 -0.42
H 4.65 -0.05 -4.15
H 5.48 -2.33 -4.93
H 4.38 -4.39 -4.09
H 2.43 -4.23 -2.47
*
```

As for the highest occupied orbital energy: -4.277 eV. The LUMO energy is 2.82 eV. The value obtained for the largest force on an atom is 2.75 eV Å⁻¹.

No. 6
Formula: C3H6
Source: the Open Molecules 2025 dataset
Level of theory: wB97M-V/def2-TZVPD

```
! wB97M-V def2-TZVPD RIJCOSX def2/J DEFGRID3
* xyz 0 1
C -1.09 -0.11 0.02
C 0.23 0.55 0.04
C 1.33 -0.16 0.04
H -1.09 -0.83 -0.82
H -1.34 -0.70 0.90
H -1.88 0.65 -0.12
H 0.21 1.61 -0.01
H 1.35 -1.29 -0.01
H 2.29 0.29 -0.03
*
```

The value obtained for the energy relative to the best compared isomer or geometry (same formula, charge and spin) is 3.7 kcal/mol. As for the highest occupied orbital energy: -9.624 eV. The LUMO energy is 1.35 eV. The value obtained for the largest force on an atom is 1.90 eV Å⁻¹.

No. 7
Formula: C21H24BIN4O8S
Source: the Open Molecules 2025 dataset
Level of theory: wB97M-V/def2-TZVPD

```
! wB97M-V def2-TZVPD RIJCOSX def2/J DEFGRID3
* xyz 0 1
C -2.24 -2.00 2.23
C -1.45 -2.43 0.96
C -0.09 -1.71 0.69
I 1.24 -1.63 2.42
C -0.19 -0.34 -0.04
O -0.90 -0.44 -1.30
C -1.06 0.92 -1.65
O -1.37 1.22 -2.74
O -0.80 1.76 -0.59
C -0.86 0.89 0.61
N -2.34 0.87 0.89
C -2.82 1.98 0.92
S -3.42 3.41 0.54
B -0.04 1.78 1.71
O -0.20 1.45 3.07
N 0.84 2.90 1.31
C 0.13 4.20 1.54
C 2.05 2.86 2.17
H -1.63 -1.67 3.09
H -3.02 -1.23 2.04
H -2.82 -2.90 2.58
H -2.10 -2.21 0.07
H -1.27 -3.53 0.90
H 0.47 -2.37 -0.02
H 0.86 -0.07 -0.36
H -1.04 1.80 3.41
H -0.46 4.47 0.64
H 0.91 4.97 1.73
H -0.52 4.10 2.45
H 1.80 3.01 3.25
H 2.68 3.73 1.86
H 2.61 1.90 2.04
C 3.46 -8.38 3.06
C 2.07 -8.39 3.13
C 1.34 -7.40 2.50
C 2.00 -6.41 1.80
C 3.39 -6.38 1.73
C 4.12 -7.37 2.37
N 1.23 -5.37 1.11
O 0.02 -5.41 1.20
O 1.84 -4.53 0.48
H 4.03 -9.16 3.55
H 1.57 -9.18 3.67
H 0.26 -7.42 2.55
H 3.91 -5.60 1.19
H 5.20 -7.36 2.32
C -1.52 4.15 -6.35
C -1.48 5.54 -6.44
C -1.28 6.30 -5.30
C -1.12 5.66 -4.08
C -1.17 4.28 -3.98
C -1.37 3.52 -5.12
N -0.89 6.47 -2.87
O -0.87 7.68 -2.99
O -0.72 5.87 -1.82
H -1.67 3.56 -7.25
H -1.59 6.02 -7.40
H -1.25 7.38 -5.38
H -1.06 3.78 -3.03
H -1.41 2.44 -5.06
*
```

As for the highest occupied orbital energy: -8.974 eV. The LUMO energy is -0.76 eV. The value obtained for the largest force on an atom is 2.35 eV Å⁻¹.

No. 8
Formula: C36H65N5OSi5SnTe
Source: the Open Molecules 2025 dataset
Level of theory: wB97M-V/def2-TZVPD

```
! wB97M-V def2-TZVPD RIJCOSX def2/J DEFGRID3
* xyz 0 1
Sn -0.76 0.98 0.98
C 3.15 -0.82 2.69
C 2.21 -0.08 1.96
N 0.99 0.13 2.39
C 0.60 -0.36 3.60
C 1.49 -1.10 4.41
C 2.78 -1.33 3.90
C 1.08 -1.52 5.69
C -0.16 -1.15 6.14
C -1.05 -0.41 5.33
C -0.74 -0.04 4.04
N -1.48 0.68 3.14
C -2.74 1.18 3.42
C -3.73 0.61 4.20
C -4.96 1.25 4.41
C -5.24 2.48 3.88
C -4.27 3.09 3.04
C -4.45 4.36 2.45
C -3.48 4.89 1.65
C -2.34 4.11 1.39
N -2.14 2.92 1.91
C -3.06 2.42 2.77
H 4.14 -0.97 2.28
H 2.46 0.35 1.00
H 3.48 -1.90 4.50
H 1.75 -2.10 6.31
H -0.48 -1.42 7.13
H -1.99 -0.12 5.77
H -3.57 -0.37 4.64
H -5.70 0.76 5.03
H -6.17 2.99 4.08
H -5.37 4.91 2.65
H -3.58 5.86 1.20
H -1.57 4.47 0.71
C 0.98 3.35 2.39
O 0.62 2.76 1.14
Si 1.29 3.28 -0.41
C 0.79 5.10 -0.54
C 3.13 3.30 0.00
C 0.70 2.13 -1.61
Si 2.06 1.52 -2.68
C 1.52 0.42 -4.12
C 3.36 0.47 -1.77
C 3.03 2.90 -3.57
Si -0.79 2.46 -2.62
C -1.61 0.88 -3.27
C -0.51 3.58 -4.12
C -2.22 3.31 -1.71
H 2.04 3.17 2.61
H 0.37 2.91 3.17
H 0.81 4.43 2.36
H 1.67 5.69 -0.80
H 0.40 5.52 0.39
H 0.04 5.26 -1.32
H 3.35 4.13 0.67
H 3.76 3.42 -0.88
H 3.44 2.38 0.50
H 0.92 -0.44 -3.81
H 2.43 0.04 -4.61
H 0.95 0.97 -4.87
H 4.35 0.94 -1.78
H 3.09 0.30 -0.73
H 3.46 -0.51 -2.24
H 2.54 3.15 -4.52
H 4.05 2.58 -3.81
H 3.09 3.82 -2.99
H -1.27 0.61 -4.28
H -2.69 1.01 -3.31
H -1.39 0.03 -2.62
H 0.19 3.15 -4.84
H -0.10 4.55 -3.82
H -1.46 3.76 -4.63
H -2.48 2.82 -0.77
H -3.11 3.25 -2.36
H -2.04 4.37 -1.51
C -1.09 -4.26 -3.45
Si -1.74 -4.32 -1.70
C -2.15 -6.10 -1.28
C -3.27 -3.25 -1.61
C -0.50 -3.72 -0.42
Te 0.63 -1.99 -0.99
C 1.98 -3.06 -2.26
Si 3.49 -3.87 -1.48
C 2.97 -5.51 -0.76
C 4.25 -2.84 -0.12
C 4.75 -4.14 -2.84
H -1.93 -4.39 -4.14
H -0.37 -5.05 -3.67
H -0.63 -3.30 -3.67
H -2.87 -6.52 -1.99
H -2.59 -6.19 -0.28
H -1.25 -6.72 -1.31
H -4.17 -3.84 -1.83
H -3.21 -2.45 -2.36
H -3.40 -2.79 -0.63
H 0.21 -4.50 -0.12
H -1.04 -3.42 0.49
H 2.27 -2.36 -3.06
H 1.37 -3.83 -2.73
H 2.28 -5.38 0.08
H 3.84 -6.06 -0.39
H 2.47 -6.14 -1.50
H 3.46 -2.42 0.52
H 4.85 -2.02 -0.50
H 4.89 -3.47 0.50
H 4.37 -4.79 -3.62
H 5.67 -4.58 -2.44
H 5.02 -3.18 -3.30
N -3.48 -1.49 1.61
N -3.59 -0.31 0.81
H -4.36 -1.72 2.05
H -2.81 -1.28 2.35
H -4.29 0.34 1.17
H -3.86 -0.59 -0.12
*
```

The value obtained for the energy relative to the best compared isomer or geometry (same formula, charge and spin) is 0.4 kcal/mol. As for the highest occupied orbital energy: -6.527 eV. The LUMO energy is -0.37 eV. The value obtained for the largest force on an atom is 0.47 eV Å⁻¹.